26
Properties=species:S:1:pos:R:3:forces:R:3:mulliken_charge:R:1 method="wB97M-V/def2-TZVPD" homo_lumo_gap_ha=0.347 e_above_lowest_kcal_mol=0.00 e_lumo_ha=0.0161 charge=0 smiles="C=C(OC(=O)CSO)C(C)(C)C" homo_energy_ha=-0.3308 max_force_ev_per_a=1.074 energy_ha=-937.10233
C -1.523 1.833 -0.143 -0.286 0.931 -0.453 0.716
C -1.166 1.972 -1.614 0.658 0.161 0.036 -0.648
C -0.756 -0.472 -0.044 0.131 -0.257 -0.289 0.378
C -1.408 -1.107 -1.006 -0.092 0.189 0.055 -1.251
C 1.254 -1.983 -0.135 -0.231 0.141 0.081 -1.987
C -0.101 -1.714 1.963 0.056 0.101 -0.124 -1.744
C 1.357 0.153 1.148 -0.098 -0.036 -0.039 -1.697
C 0.448 -1.002 0.716 -0.007 0.142 0.091 2.258
O -2.020 2.749 0.455 0.075 -0.223 -0.061 -0.578
O 1.270 2.936 -1.001 0.106 0.178 0.328 -0.458
O -1.252 0.704 0.507 0.085 -0.626 0.526 -0.385
S 0.614 1.760 -1.945 -0.444 -0.085 -0.266 0.073
H -1.651 1.225 -2.236 -0.015 -0.027 -0.046 0.365
H -1.467 2.971 -1.933 -0.092 -0.179 0.103 0.344
H 1.337 3.776 -1.473 -0.108 -0.126 -0.116 0.328
H -2.321 -0.722 -1.428 -0.181 0.088 0.023 0.442
H -1.061 -2.045 -1.392 0.193 -0.194 -0.050 0.260
H 0.698 -2.899 -0.319 -0.043 -0.138 -0.071 0.421
H 2.170 -2.248 0.386 0.093 -0.051 0.087 0.443
H 1.519 -1.532 -1.088 0.069 0.037 -0.135 0.380
H -0.691 -2.581 1.676 -0.077 -0.096 -0.015 0.374
H 0.719 -2.044 2.597 0.111 -0.042 0.092 0.418
H -0.733 -1.040 2.534 -0.060 0.059 0.131 0.396
H 0.806 0.887 1.729 0.015 0.080 0.061 0.375
H 1.787 0.649 0.282 0.060 0.070 -0.018 0.310
H 2.170 -0.227 1.762 0.083 -0.097 0.069 0.468

---

39
Properties=species:S:1:pos:R:3:forces:R:3:mulliken_charge:R:1 method="wB97M-V/def2-TZVPD" homo_lumo_gap_ha=0.308 e_above_lowest_kcal_mol=0.00 e_lumo_ha=-0.0587 charge=0 homo_energy_ha=-0.3672 max_force_ev_per_a=1.530 energy_ha=-9596.81285
C 2.388 -1.088 0.811 0.267 0.068 -0.968 -1.026
C 2.585 -0.893 -0.709 -0.534 0.468 0.837 -0.579
P 3.479 0.588 -1.276 0.747 -0.424 -1.267 -0.057
C 4.944 0.603 -0.162 -0.898 0.174 0.335 -1.015
N 2.614 2.022 -0.635 -0.302 -0.049 0.649 -0.184
C 1.342 2.116 -0.294 -0.567 -0.384 0.015 0.402
N 0.478 1.085 -0.314 0.190 0.541 0.130 0.044
C -0.674 1.566 0.121 0.445 -0.422 -0.371 -0.593
C -1.830 0.694 0.279 -0.460 0.315 0.509 0.057
Br -1.994 -0.040 2.020 0.203 0.122 -0.121 -0.030
C -2.695 0.363 -0.673 0.354 0.236 0.302 0.772
C -3.773 -0.613 -0.440 -0.118 -0.094 -0.927 -1.412
Br -2.466 1.161 -2.371 -0.054 -0.035 -0.039 -0.128
N -0.596 2.871 0.401 -0.290 -0.938 -0.148 0.079
N 0.697 3.254 0.132 0.505 0.547 -0.399 0.143
P 1.202 4.900 0.349 -0.299 0.657 1.236 0.102
S 1.139 5.521 2.155 0.052 -0.144 -0.239 -0.287
H 2.293 -0.124 1.295 -0.066 0.075 0.330 0.235
H 1.487 -1.663 0.971 -0.209 -0.135 0.223 0.319
H 3.230 -1.628 1.219 0.165 -0.054 0.326 0.373
H 1.620 -0.873 -1.198 -0.127 -0.037 -0.210 0.381
H 3.129 -1.717 -1.160 0.285 -0.132 -0.126 0.504
H 4.680 1.084 0.777 0.146 0.133 0.179 0.360
H 5.168 -0.425 0.090 0.287 -0.242 -0.140 0.342
H 5.783 1.096 -0.627 0.258 0.058 -0.068 0.325
H 3.173 2.852 -0.546 0.186 0.103 -0.053 0.206
H -4.386 -0.305 0.394 -0.159 -0.103 0.305 0.367
H -4.385 -0.745 -1.321 -0.226 0.063 -0.135 0.418
H -3.313 -1.576 -0.260 -0.058 -0.435 0.355 0.398
H -1.334 3.461 0.751 0.194 0.332 0.125 0.250
H 2.453 4.899 -0.283 -0.149 -0.312 -0.281 0.097
H 0.330 5.595 -0.499 0.137 -0.259 -0.365 0.137
F -4.694 -3.468 0.702 -0.024 0.181 0.020 -0.498
As -3.828 -4.879 0.144 -0.051 -0.154 0.033 1.974
F -3.197 -3.924 -1.178 0.054 0.178 -0.082 -0.509
F -5.187 -5.331 -0.824 -0.089 0.050 -0.110 -0.490
F -2.947 -6.255 -0.423 0.105 -0.043 -0.043 -0.490
F -4.453 -5.795 1.470 -0.008 -0.011 0.123 -0.489
F -2.462 -4.392 1.109 0.108 0.110 0.059 -0.494

---

37
Properties=species:S:1:pos:R:3:forces:R:3:mulliken_charge:R:1 method="wB97M-V/def2-TZVPD" homo_lumo_gap_ha="0.278 / 0.261" e_above_lowest_kcal_mol=3.66 e_lumo_ha="-0.2852 / -0.3176" charge=+2 spin_multiplicity=2 homo_energy_ha="-0.5629 / -0.5786" s2=0.78 max_force_ev_per_a=0.402 energy_ha=-1886.06358
Ir -1.127 1.243 0.320 -0.176 -0.200 -0.301 1.119
N -2.200 2.494 -3.273 0.034 0.011 -0.038 -0.232
C -1.337 1.310 -2.848 0.015 0.043 0.068 0.729
C -0.776 0.606 -4.075 -0.004 -0.026 0.004 -1.563
P -0.032 2.027 -1.724 0.136 -0.176 -0.290 0.551
O 0.912 2.738 -2.734 -0.081 0.053 0.017 -0.473
O -0.822 2.944 -0.765 -0.011 0.182 0.168 -0.708
O 0.631 0.986 -0.810 0.049 0.099 0.251 -0.682
P -2.477 0.251 -1.791 0.021 0.109 0.275 0.572
O -3.466 -0.222 -2.917 0.048 -0.016 -0.126 -0.533
O -1.645 -0.791 -1.107 0.046 -0.057 -0.115 -0.600
O -3.108 1.227 -0.813 -0.255 -0.110 -0.088 -0.751
H -1.718 3.098 -3.946 0.003 0.018 0.026 0.371
H -2.465 3.049 -2.447 -0.041 -0.033 0.014 0.379
H -3.064 2.159 -3.715 0.017 -0.007 -0.019 0.385
H -0.140 1.269 -4.662 -0.002 0.000 -0.003 0.432
H -1.581 0.225 -4.703 0.002 -0.001 0.000 0.452
H -0.174 -0.245 -3.759 -0.003 0.001 0.005 0.408
H 1.702 3.198 -2.408 0.036 0.033 0.014 0.432
H -4.204 -0.802 -2.680 -0.048 0.007 0.035 0.420
F -0.587 3.284 2.369 0.072 0.063 -0.128 -0.148
B -0.340 2.070 1.955 0.275 0.088 0.222 0.586
F 0.347 1.232 2.723 -0.063 0.008 0.020 -0.178
N 0.697 -2.528 -0.262 -0.042 0.034 -0.023 -0.157
C 0.386 -3.154 0.861 -0.078 -0.020 0.027 1.153
C -0.575 -2.584 1.757 0.061 0.066 0.194 0.147
C -0.944 -3.274 2.875 0.023 0.144 -0.085 -0.634
C -0.368 -4.526 3.150 0.055 -0.124 0.024 -0.409
C 0.609 -5.078 2.300 -0.020 -0.014 0.043 -0.614
C 0.993 -4.411 1.176 -0.001 0.024 -0.008 -0.546
H 1.390 -2.914 -0.886 -0.013 -0.003 -0.024 0.271
H 0.164 -1.721 -0.577 0.000 0.016 -0.009 0.082
H -0.951 -1.582 1.573 -0.054 -0.222 -0.142 0.081
H -1.663 -2.854 3.564 -0.001 0.003 -0.002 0.425
H -0.668 -5.065 4.038 0.004 -0.005 -0.004 0.431
H 1.050 -6.036 2.540 -0.005 0.000 0.007 0.428
H 1.732 -4.826 0.502 0.001 0.010 -0.008 0.376

---

30
Properties=species:S:1:pos:R:3:forces:R:3:mulliken_charge:R:1 method="wB97M-V/def2-TZVPD" homo_lumo_gap_ha="0.267 / 0.139" e_above_lowest_kcal_mol=0.66 e_lumo_ha="-0.4393 / -0.5647" charge=+3 spin_multiplicity=5 homo_energy_ha="-0.7067 / -0.7042" s2=6.10 max_force_ev_per_a=4.609 energy_ha=-2067.73836
C 1.719 -1.559 -1.259 -0.728 -3.403 0.384 -0.942
I 3.988 1.461 -1.456 0.410 0.375 -0.278 0.998
H 1.225 -2.350 -1.918 0.501 1.727 0.342 0.351
H 1.860 -2.136 -0.321 0.045 1.058 -0.093 0.313
H 2.570 -1.031 -1.658 -0.163 0.125 0.126 0.323
Pd -0.780 -0.152 0.150 1.301 -0.515 -0.941 -0.092
P -0.499 0.077 -2.068 -2.991 1.700 -3.066 1.326
C 0.884 0.605 -3.122 1.923 0.288 0.274 -1.002
C -1.190 -1.187 -3.184 -0.077 -0.952 0.361 -1.130
H -2.589 1.388 -2.095 0.168 -0.123 -0.102 0.428
H -1.610 1.829 -3.517 0.271 -0.400 0.343 0.390
H -1.201 2.428 -1.892 0.042 -0.147 -0.091 0.374
C -1.569 1.557 -2.448 -0.137 0.137 0.333 -1.291
H -2.167 -1.524 -2.813 0.166 0.139 -0.073 0.370
H -1.312 -0.811 -4.221 0.195 0.014 0.723 0.412
H 0.575 0.689 -4.187 -0.084 -0.033 0.805 0.351
H 1.743 -0.067 -3.063 -0.363 -0.203 -0.504 0.457
H -0.529 -2.072 -3.187 -0.341 0.331 -0.198 0.334
H 1.305 1.574 -2.809 -0.524 0.203 -0.054 0.248
C 1.856 0.908 0.878 2.461 -1.598 2.180 0.121
O 2.580 0.392 1.618 -2.218 1.950 -2.434 -0.129
Cl -3.116 0.198 0.213 1.410 -0.313 -0.130 -0.371
S -1.003 0.101 4.625 1.021 -0.889 0.490 0.139
C 0.456 -0.770 4.237 -1.252 1.201 2.263 -0.272
C 0.609 -0.959 2.883 -2.303 0.278 -2.746 -0.194
N -0.471 -0.439 2.191 0.637 -0.878 0.643 0.003
C -1.436 0.080 2.959 1.562 -0.517 0.364 0.232
H 1.194 -1.067 4.963 -0.031 -0.014 0.489 0.451
H 1.436 -1.481 2.377 -0.660 0.309 0.405 0.523
H -2.364 0.412 2.500 -0.239 0.151 0.184 0.279

---

25
Properties=species:S:1:pos:R:3:forces:R:3:mulliken_charge:R:1 method="wB97M-V/def2-TZVPD" homo_lumo_gap_ha="0.250 / 0.290" e_above_lowest_kcal_mol=127.86 e_lumo_ha="0.0171 / 0.0283" charge=0 homo_energy_ha="-0.2328 / -0.2621" max_force_ev_per_a=4.000 energy_ha=-849.00792
C -1.616 0.727 0.200 -1.646 -0.759 0.699 1.588
C -0.868 -0.346 0.916 -1.458 -0.871 -0.631 -0.059
C -1.134 1.903 -0.662 -2.962 -1.078 -0.993 -1.136
C -3.099 0.868 0.569 0.557 2.937 -0.730 -1.475
C -1.057 -1.542 1.944 -1.779 1.822 -2.645 -1.262
C 2.635 0.551 -1.521 0.063 -0.172 -3.272 -1.143
C 2.723 -1.717 -0.247 2.174 -0.391 -3.335 -1.148
C 2.168 -0.364 -0.461 -0.873 -0.068 1.246 0.761
O -1.414 -0.578 -0.383 1.277 0.055 0.763 -0.533
Cl 1.388 0.189 0.986 1.338 0.553 -1.363 -0.170
H -1.758 1.838 -1.640 0.854 -0.232 1.437 0.286
H -0.144 1.799 -0.990 1.575 0.361 0.022 0.122
H -1.504 2.846 -0.266 0.872 0.155 0.331 0.372
H -3.470 0.305 1.403 -0.013 -0.464 0.153 0.371
H -3.644 0.729 -0.358 -0.390 -0.593 -0.036 0.334
H -3.282 1.977 0.747 0.096 -1.228 0.328 0.327
H -1.590 -2.294 1.291 0.246 0.615 1.279 0.321
H -1.498 -1.302 2.909 -0.437 0.015 -0.222 0.327
H -0.094 -1.877 2.118 1.977 -0.910 0.461 0.349
H 3.288 -0.003 -2.308 -0.940 0.406 1.610 0.344
H 1.920 1.072 -2.280 0.502 -0.830 1.814 0.273
H 3.288 1.304 -1.136 0.398 0.818 0.350 0.295
H 2.549 -2.051 0.766 0.370 -0.289 0.000 0.359
H 3.906 -1.540 -0.563 -2.591 -1.140 1.178 0.298
H 2.307 -2.493 -1.034 0.790 1.289 1.553 0.201

---

24
Properties=species:S:1:pos:R:3:forces:R:3:mulliken_charge:R:1 method="wB97M-V/def2-TZVPD" homo_lumo_gap_ha=0.368 e_above_lowest_kcal_mol=42.55 e_lumo_ha=0.0208 charge=0 smiles="C=C1C(C)(C)C1(C)C.I" homo_energy_ha=-0.3470 max_force_ev_per_a=3.443 energy_ha=-611.38847
C -0.670 -0.612 -0.537 0.765 1.078 0.759 1.473
C -0.268 0.635 0.304 -0.419 0.307 1.068 1.370
C -0.890 -0.522 0.993 1.066 0.092 -3.046 -0.808
C -1.798 -0.615 -1.520 -3.081 -0.649 1.393 -1.400
C 0.514 -1.402 -1.131 -0.126 -1.635 1.927 -1.382
C -1.028 1.957 0.277 -0.508 0.517 -0.385 -1.864
C 1.165 0.937 0.688 3.004 0.705 -1.386 -1.131
C -1.080 -1.133 2.124 1.198 1.134 1.279 -0.791
I 4.931 0.187 -0.720 0.189 -0.039 -0.134 -0.082
H -2.046 -1.718 -1.734 0.057 1.568 0.346 0.350
H -1.501 -0.202 -2.465 -0.014 0.529 -0.456 0.358
H -2.800 -0.096 -1.076 2.404 -1.188 -1.292 0.326
H 1.005 -1.042 -2.047 -0.438 0.449 0.382 0.301
H 0.050 -2.395 -1.378 0.861 0.537 0.172 0.445
H 1.295 -1.553 -0.313 -0.855 0.015 -1.272 0.326
H -0.859 2.626 1.193 -0.676 -1.352 -1.076 0.390
H -2.065 1.847 -0.079 -0.019 -0.087 1.077 0.287
H -0.671 2.546 -0.552 0.783 0.396 -0.404 0.488
H 1.282 2.067 0.867 -0.072 -1.880 0.523 0.297
H 2.031 0.770 -0.071 -2.078 0.310 0.119 -0.191
H 1.601 0.245 1.427 -0.677 0.753 0.670 0.541
H -1.410 -2.112 2.214 -0.702 -1.717 -0.073 0.325
H -0.672 -0.704 3.054 -0.668 0.168 -0.330 0.235
H 3.884 0.290 0.482 0.008 -0.012 0.137 0.139

---

35
Properties=species:S:1:pos:R:3:forces:R:3:mulliken_charge:R:1 method="wB97M-V/def2-TZVPD" homo_lumo_gap_ha="0.210 / 0.207" e_lumo_ha="-0.3073 / -0.3105" charge=+2 homo_energy_ha="-0.5177 / -0.5177" max_force_ev_per_a=1.887 energy_ha=-3030.78255
Ni -0.578 -0.071 -0.504 0.006 -0.913 -0.358 0.121
C 2.134 1.720 -4.650 0.008 0.195 -0.180 -1.258
C 2.300 0.579 -3.739 0.268 -0.247 0.079 0.868
N 3.191 -0.359 -3.781 0.454 0.738 -1.083 -0.628
N 2.957 -1.182 -2.753 -1.203 0.274 0.902 0.204
C 1.896 -0.786 -2.036 0.120 0.234 -0.449 0.498
S 1.198 -1.470 -0.659 -1.074 -0.035 0.284 -0.236
N 1.464 0.351 -2.659 0.615 -0.809 0.083 0.456
N 0.389 1.103 -2.195 -0.265 0.155 0.905 -0.821
H 2.888 1.678 -5.431 0.006 -0.027 -0.004 0.346
H 2.238 2.664 -4.114 0.036 0.023 -0.004 0.342
H 1.147 1.696 -5.113 -0.017 0.016 -0.095 0.347
H 3.544 -1.994 -2.608 -0.097 0.051 0.047 0.201
H 0.723 1.976 -1.767 -0.051 -0.284 -0.241 0.354
H -0.253 1.341 -2.957 0.204 -0.251 0.196 0.298
C -2.824 4.138 2.151 0.013 0.130 0.386 -0.982
N -2.399 3.062 1.277 0.052 -0.234 -0.257 -0.121
C -1.241 2.400 1.376 -0.723 0.624 0.262 0.537
N -0.436 2.668 2.411 0.070 -0.104 -0.029 -0.344
O -0.898 1.574 0.489 0.227 -0.643 -0.608 -0.540
H -3.684 4.634 1.711 0.007 -0.041 -0.013 0.324
H -2.031 4.879 2.260 -0.027 0.036 -0.027 0.348
H -3.110 3.764 3.137 -0.016 0.027 -0.035 0.342
H -3.007 2.810 0.512 0.244 -0.056 0.063 0.262
H -0.696 3.305 3.144 -0.025 0.010 -0.024 0.192
H 0.443 2.185 2.494 -0.036 -0.006 -0.050 0.226
I -4.393 -2.900 3.217 0.291 0.117 -0.479 0.231
C -3.411 -2.425 1.438 -0.288 -0.109 0.346 -0.641
C -3.646 -2.964 0.181 0.163 0.371 0.875 -0.018
N -2.810 -2.349 -0.661 0.261 -0.024 -0.772 -0.083
N -2.052 -1.439 -0.032 1.312 1.351 0.114 0.010
C -2.402 -1.472 1.249 -0.606 -0.584 0.154 -0.032
H -4.343 -3.718 -0.125 -0.083 -0.123 -0.197 0.483
H -2.742 -2.499 -1.659 0.107 0.092 0.211 0.219
H -1.933 -0.838 1.981 0.045 0.045 0.000 0.496

---

35
Properties=species:S:1:pos:R:3:forces:R:3:mulliken_charge:R:1 method="wB97M-V/def2-TZVPD" homo_lumo_gap_ha=0.229 e_above_lowest_kcal_mol=1.10 e_lumo_ha=-0.1532 charge=+1 homo_energy_ha=-0.3825 max_force_ev_per_a=5.720 energy_ha=-2547.67253
K 2.149 -5.628 -1.184 -0.268 0.767 -0.179 0.959
K 4.588 -1.968 -0.412 -0.781 -0.007 -0.341 0.966
C 1.019 -2.015 -1.841 0.276 -0.320 0.494 -0.141
O 2.205 -2.676 -1.522 0.955 -0.614 0.320 -0.876
H 1.064 -1.369 -2.718 0.289 0.163 -0.332 0.145
H 0.185 -2.690 -2.034 -0.317 -0.379 -0.130 0.181
H 0.681 -1.389 -1.015 -0.169 0.340 0.226 -0.182
C -2.911 -1.924 -0.069 -0.423 -0.895 -0.383 -0.604
N -3.849 -2.725 0.844 2.149 2.171 1.026 0.882
O -3.331 -3.007 1.926 -1.345 -0.624 -0.744 -0.508
O -4.991 -2.836 0.472 0.316 -0.643 0.449 -0.536
H -3.256 -0.890 -0.073 -0.445 -0.337 -0.453 0.273
H -3.016 -2.526 -0.971 0.080 0.891 -0.505 0.338
H -1.866 -1.871 0.236 -0.375 -0.637 0.515 0.155
C -0.078 0.665 1.035 1.434 1.431 1.679 0.046
C 0.388 1.583 2.243 0.712 -0.523 -0.332 -0.224
O -0.237 1.047 3.466 -0.096 -0.872 -1.038 -0.369
S -1.208 -0.259 3.150 0.760 0.280 -0.575 1.130
O -2.511 -0.014 3.746 2.582 -0.756 -1.309 -0.499
O -0.468 -1.531 3.327 -1.766 3.200 -0.461 -0.555
O -1.254 0.139 1.501 -2.632 -1.675 1.776 -0.349
H 0.635 -0.147 0.891 0.274 0.138 -0.248 0.158
H -0.237 1.258 0.135 -0.077 -0.207 0.024 0.044
H 0.246 2.661 2.173 -1.166 -0.185 -0.061 0.270
H 1.477 1.569 2.284 0.118 -0.698 0.575 0.278
N 2.293 1.912 -1.768 -0.946 -0.832 1.275 0.046
C 1.009 1.799 -2.170 -0.659 1.352 -2.186 -0.426
C 0.329 3.005 -1.808 -1.787 -4.078 -2.935 -0.670
C 1.145 3.652 -0.999 3.816 1.481 3.995 -0.328
C 2.345 2.913 -0.846 0.484 1.295 -0.853 -0.623
H 3.021 1.357 -2.196 -0.018 0.066 0.656 0.223
H 0.828 1.023 -2.899 -0.562 0.237 -0.064 0.451
H -0.634 3.295 -2.201 -0.045 -0.110 0.328 0.438
H 0.971 4.534 -0.400 -0.168 0.085 -0.208 0.455
H 3.267 3.056 -0.303 -0.199 0.494 -0.002 0.451

---

What is the charge in the second record? 0

---

What is the charge in the seventh record? +2